Entry from the OMol25 dataset: a molecular structure, C28H51AsClN5O3PSr in a non-equilibrium geometry (the ωB97M-V functional and the def2-TZVPD basis).

Structure (ORCA input):
```
! RIJCOSX wB97M-V def2-TZVPD def2/J DEFGRID3
* xyz -1 1
Sr -0.96 -0.50 -1.45
N -3.00 -2.32 -0.92
C -3.88 -1.59 -1.86
C -4.55 -0.37 -1.28
C -5.43 0.24 -2.43
O -6.22 -0.58 -2.95
O -5.21 1.43 -2.73
H -2.71 -3.19 -1.35
H -3.49 -2.58 -0.08
H -4.67 -2.19 -2.32
H -3.23 -1.27 -2.69
H -3.85 0.38 -0.92
H -5.19 -0.68 -0.45
N -0.29 -0.56 0.80
P 0.30 -0.03 2.10
N 1.39 -1.06 2.94
C 2.82 -0.77 2.83
C 3.35 -1.10 1.43
C 2.80 -2.47 0.96
C 2.25 -3.26 2.14
C 1.11 -2.50 2.82
N 1.16 1.41 2.04
C 1.36 2.24 3.22
C 2.51 3.20 3.00
C 2.21 4.16 1.84
C 1.33 3.49 0.78
C 1.57 1.99 0.77
N -0.82 0.36 3.35
C -1.31 -0.75 4.17
C -2.52 -0.29 4.98
C -3.70 0.03 4.06
C -3.20 0.55 2.70
C -1.87 1.27 2.88
H 3.34 -1.36 3.60
H 3.00 0.28 3.07
H 4.44 -1.09 1.43
H 3.02 -0.33 0.74
H 3.58 -3.03 0.45
H 2.00 -2.30 0.24
H 3.05 -3.48 2.85
H 1.86 -4.23 1.81
H 0.90 -2.93 3.81
H 0.21 -2.61 2.21
H 1.55 1.60 4.09
H 0.45 2.81 3.47
H 3.41 2.62 2.77
H 2.72 3.75 3.92
H 3.15 4.49 1.39
H 1.72 5.06 2.22
H 1.51 3.91 -0.21
H 0.27 3.66 1.00
H 2.63 1.79 0.56
H 1.01 1.49 -0.03
H -0.50 -1.08 4.82
H -1.61 -1.62 3.56
H -2.23 0.59 5.55
H -2.79 -1.07 5.70
H -4.35 0.77 4.53
H -4.32 -0.87 3.91
H -3.94 1.21 2.24
H -3.03 -0.28 2.00
H -2.00 2.10 3.59
H -1.56 1.71 1.93
C -3.65 0.20 -5.32
As -1.88 0.33 -4.60
C -1.24 -1.52 -4.54
C -0.77 1.17 -5.92
O -1.79 1.14 -3.16
H -3.62 -0.39 -6.24
H -4.03 1.20 -5.51
H -4.33 -0.25 -4.59
H -0.58 -1.63 -5.41
H -2.09 -2.18 -4.67
H -0.64 -1.86 -3.70
H -0.66 0.53 -6.79
H 0.21 1.34 -5.46
H -1.22 2.12 -6.20
Cl 2.09 -2.58 -3.28
C 3.23 -1.35 -2.74
C 4.52 -1.76 -2.47
C 5.45 -0.86 -1.99
C 5.04 0.46 -1.77
C 3.75 0.85 -2.04
C 2.75 -0.03 -2.55
C 1.41 0.38 -2.75
H 4.78 -2.80 -2.64
H 6.47 -1.17 -1.78
H 5.74 1.18 -1.38
H 3.45 1.88 -1.85
H 0.87 -0.15 -3.55
H 1.21 1.45 -2.74
*
```

For the LUMO energy, the calculation gives 0.0754 hartree. The energy above the lowest of the compared OMol25 structures with the same formula, charge and spin comes out at 46.1 kcal/mol.


Entry from the OMol25 dataset: a molecular structure, C28H51Cl2N2NaO6Sb (the ωB97M-V functional and the def2-TZVPD basis).

Structure (ORCA input):
```
! RIJCOSX wB97M-V def2-TZVPD def2/J DEFGRID3
* xyz -1 1
Na -1.98 -2.78 0.78
N -0.06 0.83 2.05
N -1.39 1.22 2.34
C -2.40 0.23 2.38
O -3.37 0.46 3.11
O -2.19 -0.78 1.65
H -0.03 0.59 1.06
H 0.13 -0.05 2.53
H -1.43 1.85 3.13
C -3.07 -1.50 -3.33
C -3.28 -1.84 -1.86
C -4.51 -1.15 -1.31
O -2.11 -1.40 -1.14
C -3.44 -3.39 -1.73
O -4.38 -3.88 -2.37
O -2.60 -4.00 -1.00
H -2.99 -0.42 -3.46
H -3.92 -1.87 -3.91
H -2.16 -1.97 -3.70
H -4.45 -0.07 -1.46
H -4.61 -1.33 -0.23
H -5.40 -1.53 -1.81
H -2.35 -0.79 -0.43
Cl 0.93 -2.92 -0.24
C 0.40 -4.19 -1.37
Cl 1.29 -4.11 -2.90
H -0.67 -4.04 -1.55
H 0.60 -5.15 -0.91
C 0.77 1.33 5.81
C 0.54 -0.04 5.22
C -0.73 -0.59 5.16
C -0.97 -1.80 4.53
C -2.38 -2.33 4.53
C 0.11 -2.47 3.93
C -0.09 -3.69 3.13
O -1.14 -4.04 2.63
C 1.42 -1.95 4.03
C 2.61 -2.65 3.41
C 1.61 -0.75 4.67
H -0.13 1.69 6.31
H 1.02 2.03 5.01
H 1.59 1.32 6.52
H -1.57 -0.05 5.58
H -2.94 -1.87 5.33
H -2.41 -3.42 4.63
H -2.87 -2.07 3.59
H 0.81 -4.31 2.97
H 2.51 -2.76 2.33
H 2.77 -3.64 3.83
H 3.51 -2.06 3.60
H 2.61 -0.32 4.71
C 1.82 1.45 -4.52
C 1.49 0.43 -3.43
C 2.69 -0.49 -3.20
C 0.31 -0.43 -3.88
Sb 0.88 1.25 -1.48
C 2.72 2.21 -0.72
C 3.61 2.87 -1.76
C 3.49 1.11 0.00
C 2.30 3.24 0.33
C -0.41 2.95 -2.02
C 0.28 4.17 -2.62
C -1.47 2.43 -2.98
C -1.12 3.35 -0.72
H 2.14 0.92 -5.43
H 2.64 2.11 -4.23
H 0.96 2.06 -4.78
H 2.89 -1.06 -4.11
H 2.49 -1.21 -2.40
H 3.59 0.07 -2.95
H 0.58 -0.99 -4.78
H -0.58 0.16 -4.11
H 0.03 -1.16 -3.11
H 4.01 2.15 -2.48
H 4.47 3.34 -1.26
H 3.09 3.65 -2.32
H 3.81 0.31 -0.67
H 2.89 0.66 0.80
H 4.39 1.53 0.46
H 1.82 4.11 -0.12
H 3.20 3.60 0.86
H 1.62 2.81 1.07
H 0.83 3.92 -3.53
H 0.98 4.64 -1.93
H -0.47 4.92 -2.89
H -1.06 2.21 -3.97
H -2.26 3.18 -3.11
H -1.95 1.52 -2.61
H -0.42 3.74 0.03
H -1.64 2.51 -0.26
H -1.85 4.14 -0.93
*
```

For the LUMO energy, the calculation gives 0.0735 hartree. The energy above the lowest of the compared OMol25 structures with the same formula, charge and spin comes out at 0.0 kcal/mol.